DFT (the ωB97M-V functional and the def2-TZVPD basis) results for a structure of composition C29H39N9O3Re.

Element x y z (Å)
C (0.51550, 0.23488, -3.10145)
H (2.31566, -2.29259, 3.90069)
H (-1.22121, 3.55759, -2.21717)
H (0.43930, 1.31852, -2.92386)
H (0.89915, -1.06706, 4.35790)
N (-0.96748, -3.02751, -1.45996)
H (2.63478, 0.13045, -3.32738)
H (-0.47069, -0.23523, 3.67103)
C (-1.76040, -0.09579, -2.46995)
C (3.17770, -2.33581, -0.17278)
H (1.16071, -3.96821, -4.33538)
C (2.22657, 0.14655, -1.23074)
C (1.86869, -0.27148, -2.66117)
C (1.86147, -1.72701, 1.91572)
H (3.27470, -2.09216, -1.22188)
C (0.17768, 3.94927, 1.64764)
N (-3.11453, 2.23561, 1.56819)
C (-4.18862, 0.83210, 3.14950)
C (-2.47777, -1.16739, 2.36448)
C (-0.73345, 2.68179, -0.34176)
H (0.61504, 3.79472, 2.62576)
H (2.08276, 2.54837, 2.40815)
O (-0.42472, -0.46960, -2.31857)
C (1.34667, 0.94995, 3.66079)
C (-0.63898, 5.84302, 0.23925)
H (-3.85705, -3.46337, 3.10243)
H (-3.05888, 1.14363, -1.26779)
H (-2.59475, -3.04434, 4.26584)
N (-3.47097, -1.40338, 3.29415)
C (-2.05920, 1.20792, -1.71168)
C (3.55409, -3.43212, 2.69390)
N (1.57111, -0.54767, -0.10934)
H (-2.02062, 0.02565, -3.52636)
C (-0.06269, -3.28838, -2.39137)
H (3.30647, 0.05388, -1.09429)
C (0.59811, -0.39933, 3.55293)
C (0.11140, -4.12764, -4.57219)
H (4.52831, -3.89807, -0.53420)
H (-4.85405, 1.62725, 3.44654)
H (-0.78467, 6.91536, 0.22494)
C (-0.89809, 5.14933, -0.96463)
C (-3.18702, 1.04732, 2.16119)
C (1.65840, 1.55326, 2.29143)
C (3.95785, -3.41532, 0.25038)
N (-1.10903, 1.45235, -0.62053)
H (2.42609, 0.95128, 1.79890)
H (4.81041, -4.75406, 1.62166)
O (-1.71259, -2.07310, 2.04713)
H (-0.01845, 5.97299, 2.22065)
N (0.81835, -0.95519, 2.22720)
H (3.90371, -3.89843, 3.60781)
C (0.02613, 2.80893, 0.90549)
H (-1.10275, -2.87840, 0.50669)
H (0.33546, 0.04939, -4.16605)
N (0.51273, 1.59086, 1.36789)
H (0.40142, -2.79645, -0.12658)
O (-0.70346, -3.69579, -3.47167)
H (-4.30230, -2.73660, 4.66244)
H (2.30113, 0.81063, 4.17138)
C (-0.96143, 3.81046, -1.19930)
H (1.85947, -1.35992, -2.75579)
N (-0.55193, -2.45535, -0.23659)
H (1.98693, 1.20810, -1.10499)
H (-1.96909, -3.09676, -1.59996)
H (-5.03566, -0.64953, 4.42815)
C (-3.56204, -2.74960, 3.86810)
H (-2.44253, 2.39541, 0.83734)
C (2.59271, -2.46729, 2.87032)
C (4.12888, -3.92015, 1.51604)
H (-2.09613, 2.02702, -2.42327)
H (-2.35682, -0.91724, -2.07175)
Re (-0.17902, -0.08641, 0.69042)
N (-2.33054, 0.07676, 1.80220)
H (-0.07979, -5.18375, -4.74558)
C (-0.18249, 5.29255, 1.39394)
C (-4.29326, -0.40083, 3.68242)
C (2.24481, -1.57361, 0.51638)
H (-1.11488, 5.77145, -1.82527)
H (-0.17674, -3.55478, -5.45030)
H (-3.74569, 2.97337, 1.82733)
H (0.75871, 1.64307, 4.26517)

Calculated values
Net charge = +2
Expectation value of S² = 0.78
Electronic energy = -1924.682674 hartree
HOMO energy (alpha / beta) = -12.305 / -12.758 eV
2S+1 = 2
Frontier orbital gap (alpha / beta) = 5.81 / 6.50 eV